DFT (ωB97M-V/def2-TZVPD) results for a structure of composition C21H31ClN6O5S2V in a non-equilibrium geometry.

Computed properties:
Multiplicity ... 4
ΔE to the lowest compared entry with this formula, charge and spin ... 112.01 kJ/mol
Maximum force ... 0.039 Eh/bohr
Kohn-Sham gap (alpha / beta) ... 0.240 / 0.275 Ha
E_HOMO (alpha / beta) ... -6.4 / -7.6 eV
Net charge ... 0

The geometry in XYZ format:
```
67
Properties=species:S:1:pos:R:3:mulliken_charge:R:1
V 0.21 0.20 -0.46 0.354
Cl 5.06 0.23 5.01 -0.248
C 4.13 0.02 3.55 0.040
C 4.64 -0.80 2.52 -0.772
C 3.92 -0.99 1.37 -0.649
C 2.65 -0.38 1.16 0.576
O 1.97 -0.65 0.10 0.157
C 2.18 0.47 2.21 1.198
C 0.94 1.17 2.14 -0.914
O 0.16 1.20 1.17 -0.533
C 2.94 0.64 3.39 -0.958
H 5.60 -1.29 2.65 0.429
H 4.31 -1.63 0.58 0.400
H 0.64 1.74 3.02 0.309
H 2.55 1.28 4.18 0.414
C -0.97 3.71 -0.95 -0.821
N -1.37 2.99 -2.15 0.398
C -1.85 3.75 -3.29 -0.661
C -2.78 2.77 -4.02 -0.604
N -2.75 1.57 -3.17 -0.002
C -2.90 0.26 -3.81 -0.998
C -1.91 1.75 -2.10 -0.031
N -1.64 0.90 -1.15 0.386
C -2.61 -0.20 -0.92 -1.004
C -2.48 -0.57 0.55 -1.038
N -1.24 -1.36 0.69 -0.317
C -0.75 -1.76 1.83 0.169
N 0.26 -2.68 1.86 0.018
C 0.90 -3.19 0.67 -0.920
C 0.95 -2.63 3.14 0.095
C -0.18 -2.17 4.04 -0.959
N -1.00 -1.36 3.14 0.358
C -2.33 -1.07 3.63 -1.147
H -0.12 4.35 -1.17 0.334
H -0.68 3.01 -0.18 0.019
H -1.80 4.32 -0.58 0.350
H -1.02 4.08 -3.91 0.346
H -2.39 4.63 -2.95 0.279
H -2.41 2.52 -5.01 0.374
H -3.79 3.16 -4.12 0.356
H -2.91 0.40 -4.89 0.363
H -3.82 -0.24 -3.52 0.287
H -2.06 -0.39 -3.57 0.297
H -2.36 -1.10 -1.49 0.200
H -3.63 0.10 -1.16 0.691
H -3.36 -1.13 0.86 0.587
H -2.45 0.36 1.12 0.233
H 0.17 -3.23 -0.14 0.379
H 1.26 -4.20 0.88 0.303
H 1.73 -2.56 0.34 0.152
H 1.77 -1.91 3.12 -0.322
H 1.34 -3.61 3.41 0.490
H 0.17 -1.58 4.89 0.433
H -0.76 -3.02 4.42 0.366
H -2.24 -0.71 4.66 0.376
H -2.97 -1.96 3.64 0.345
H -2.82 -0.29 3.06 0.362
S 2.41 2.56 -1.42 -0.314
C 1.31 1.38 -1.61 0.509
C 2.61 -1.21 -3.04 -0.559
S 1.00 -0.61 -3.27 1.165
O 1.19 0.93 -3.09 -0.454
O 0.58 -0.82 -4.62 -0.695
O 0.14 -1.14 -2.19 -0.614
H 3.24 -0.72 -3.78 0.380
H 2.56 -2.29 -3.21 0.376
H 2.91 -0.98 -2.02 -0.118
```